(A)
ORCA calculation (the ωB97M-V functional and the def2-TZVPD basis) on a single C16H30O4 molecule.

Last column: Löwdin charge in e.
Element x y z (Å)
C: -1.5937 1.0093 3.7276  -0.124
O: -2.9901 0.9010 4.0890  -0.223
C: -3.8075 0.4468 2.9774  -0.218
C: -3.1413 -0.7289 2.0963  -0.181
C: -2.4577 -0.1896 0.7185  -0.215
C: -2.5650 -1.2898 -0.4575  -0.189
C: -1.0463 -1.5607 -0.9642  -0.209
C: -0.1502 -2.3473 0.1311  -0.202
C: 1.1338 -2.9825 -0.6123  -0.219
C: 2.1417 -1.8856 -1.2218  -0.203
C: 1.8585 -1.4806 -2.7538  -0.199
C: 1.5949 0.0794 -3.0012  -0.215
C: 2.8505 1.0366 -2.6987  -0.186
C: 2.3636 2.3679 -1.9048  -0.128
C: 1.9183 2.0785 -0.3958  -0.269
C: 0.5932 2.8290 0.1913  -0.063
O: 0.9851 3.1192 1.5752  -0.023
C: 2.0062 2.1527 1.8451  -0.387
O: 2.1477 1.4303 2.8391  0.141
O: 2.8728 2.2263 0.6819  0.021
H: -1.0417 -0.0086 3.7232  0.097
H: -1.0797 1.6323 4.5377  0.105
H: -1.4335 1.4985 2.6940  0.088
H: -4.7611 -0.0131 3.4428  0.124
H: -4.1885 1.3137 2.3155  0.126
H: -2.4334 -1.3977 2.7037  0.117
H: -4.0079 -1.4253 1.7716  0.109
H: -1.3568 0.0234 0.9991  0.071
H: -2.9119 0.8319 0.4275  0.115
H: -3.1163 -2.2417 -0.1631  0.107
H: -3.0809 -0.7525 -1.3432  0.110
H: -1.0051 -2.1604 -1.9335  0.105
H: -0.5722 -0.5153 -1.0593  0.089
H: -0.7499 -3.1844 0.6450  0.115
H: 0.1664 -1.6100 0.9591  0.107
H: 1.7281 -3.5434 0.2076  0.110
H: 0.8210 -3.7731 -1.3743  0.112
H: 3.1965 -2.3607 -1.1812  0.111
H: 2.1685 -1.0113 -0.4876  0.099
H: 0.8828 -2.0225 -3.0570  0.098
H: 2.7405 -1.8762 -3.3715  0.115
H: 1.3371 0.1910 -4.1236  0.116
H: 0.6986 0.5089 -2.4355  0.089
H: 3.2255 1.4281 -3.7209  0.111
H: 3.7426 0.5240 -2.2079  0.120
H: 1.5017 2.9015 -2.4492  0.124
H: 3.2300 3.1349 -1.8925  0.127
H: 1.5439 0.9998 -0.4483  0.113
H: -0.1551 1.9560 0.3204  0.120
H: 0.1961 3.7399 -0.3612  0.142

Structure (SMILES) ... COCCCCCCCCCCCC[C@@H]1COC(=O)O1
Net charge ... 0
Gap between HOMO and LUMO ... 10.34 eV


(B)
ORCA calculation (the ωB97M-V functional and the def2-TZVPD basis) on a single C16H30O4 molecule.

Last column: Löwdin charge in e.
Element x y z (Å)
C: -0.9488 -2.5340 -0.4004  -0.094
C: 0.5134 -3.0583 -0.0321  -0.205
C: 1.5088 -1.8072 0.0932  -0.189
C: 2.7697 -2.4078 0.5814  -0.370
H: 3.2107 -3.1942 -0.2969  0.188
H: 2.5696 -3.0036 1.6040  0.165
O: 3.4886 -1.4007 1.0548  -0.090
C: 4.2113 -0.7029 -0.2595  -0.281
O: 4.1424 -1.1139 -1.3612  0.160
C: 5.0397 0.4517 0.3089  0.015
C: 3.9585 1.8404 0.6166  -0.025
C: 3.2587 2.2528 -0.7885  -0.244
C: 2.0640 2.7006 -0.5380  -0.395
C: 0.9305 1.9888 -0.0994  -0.283
C: -0.4310 2.5820 0.0092  -0.076
C: -1.5625 1.5586 0.6149  -0.293
O: -1.2586 0.3747 1.0898  0.029
O: -2.7365 1.9755 0.2066  0.075
C: -3.7087 1.2763 0.3115  -0.407
C: -4.0786 0.2822 -0.6917  -0.164
C: -5.3476 -0.6290 -0.7341  -0.164
C: -5.2923 -1.5578 0.6300  -0.040
H: -5.1099 -1.0570 1.5019  0.015
H: -6.1062 -2.2567 0.6571  0.043
H: -4.2881 -2.0924 0.0859  0.133
H: -5.3978 -1.1243 -1.5949  0.062
H: -6.1511 -0.1640 -0.4549  0.031
H: -3.1388 -0.2480 -0.9584  0.122
H: -4.2225 0.8098 -1.5987  0.099
H: -4.6338 1.7932 0.5973  0.158
H: -3.6048 0.7083 1.2364  0.130
H: -0.7867 3.1574 -0.8467  0.115
H: -0.2861 3.3179 1.0078  0.182
H: 0.7678 1.1038 -1.0129  0.195
H: 1.1223 1.2195 0.7330  0.129
H: 1.8205 3.6789 -1.2659  0.190
H: 2.1893 3.5760 0.2439  0.158
H: 3.1747 1.3389 -1.0944  0.047
H: 4.0394 2.8752 -1.1754  0.141
H: 3.1412 1.4012 1.3824  0.137
H: 4.6276 2.3807 1.2530  0.076
H: 5.5675 0.8546 -0.2235  -0.048
H: 5.4440 0.2050 1.2610  0.109
H: 1.4290 -1.5383 -0.8147  0.026
H: 0.8427 -1.1114 0.7583  0.145
H: 0.4075 -3.6207 0.9202  0.099
H: 0.8265 -3.8844 -0.7058  0.102
H: -1.2214 -1.9169 0.2417  -0.062
H: -1.6984 -3.2514 -0.6244  0.049
H: -1.0554 -2.0294 -1.4287  0.103

Structure (SMILES) ... CCCCOC(=O)CCCCCCC(=O)OCCCC
Net charge ... 0
Gap between HOMO and LUMO ... 10.16 eV


(A) is preferred energetically. Next in line: 206.0 kcal/mol higher.


(A)
ORCA calculation (the ωB97M-V functional and the def2-TZVPD basis) on 2 unconnected molecules or ions with the total composition H2N4.

Last column: Löwdin charge in e.
Element x y z (Å)
N: 0.7085 -0.5249 0.0922  -0.174
N: -0.9310 1.2959 -0.3186  -0.014
N: 0.0134 -1.4559 0.3300  0.011
N: -1.8058 0.6671 -0.0251  0.074
H: 1.7531 -0.4593 0.0941  0.112
H: 0.2618 0.4771 -0.1726  -0.009

Net charge ... 0
Gap between HOMO and LUMO ... 9.30 eV


(B)
ORCA calculation (the ωB97M-V functional and the def2-TZVPD basis) on a single H2N4 molecule.

Last column: Löwdin charge in e.
Element x y z (Å)
N: 3.1711 0.0625 0.1433  0.127
N: 2.1066 -0.0597 -0.3268  -0.127
N: 0.9238 -0.2426 0.2787  -0.199
N: -0.0875 -1.0257 -0.0269  0.014
H: 0.7096 0.7434 0.3708  0.131
H: -0.9048 -0.4410 -0.3547  0.054

Net charge ... 0
Gap between HOMO and LUMO (alpha / beta) ... 8.37 / 8.68 eV


(A) is preferred energetically. Next in line: 70.7 kcal/mol higher.


(A)
ORCA calculation (the ωB97M-V functional and the def2-TZVPD basis) on a molecular structure, C48H53AsN4PPbS4Si.

Last column: Löwdin charge in e.
Element x y z (Å)
Pb: 1.2833 0.2331 0.2313  0.951
S: 6.4954 -1.9406 1.0137  -0.085
As: 5.7300 -0.0680 0.6140  -0.352
S: 2.6373 -1.0112 2.2764  0.462
S: 4.5568 0.1810 -1.0980  -0.095
S: 6.1402 1.5553 1.8147  -0.095
C: -0.7693 0.4658 1.4527  -0.377
Si: -1.4603 2.1634 1.4543  0.585
C: -0.0715 3.4561 1.5275  -0.229
N: 1.1100 3.0783 0.7386  -0.276
C: 1.0411 3.5765 -0.6349  -0.233
C: 1.3571 5.0674 -0.7844  -0.170
C: 2.6452 5.4397 -0.0121  -0.183
C: 3.3543 4.1850 0.5015  -0.195
C: 2.4111 3.3870 1.3925  -0.190
C: -2.6637 2.4271 0.0167  -0.248
C: -3.5754 1.4109 -0.2895  -0.098
C: -4.5054 1.5586 -1.3092  -0.090
C: -4.5513 2.7387 -2.0447  -0.104
C: -3.6609 3.7636 -1.7531  -0.095
C: -2.7280 3.6040 -0.7340  -0.109
C: -2.5337 2.5571 2.9704  -0.231
C: -3.1458 3.8061 3.1199  -0.100
C: -3.9534 4.0891 4.2132  -0.102
C: -4.1704 3.1197 5.1863  -0.109
C: -3.5772 1.8715 5.0570  -0.095
C: -2.7671 1.5965 3.9595  -0.088
H: -1.5071 -0.2462 1.0646  -0.028
H: -0.5480 0.1745 2.4879  -0.018
H: 0.2058 3.4808 2.5864  0.089
H: -0.4188 4.4779 1.2918  0.082
H: 0.0396 3.3676 -1.0228  0.094
H: 1.7453 2.9980 -1.2398  0.106
H: 0.5154 5.6672 -0.4283  0.091
H: 1.4674 5.2812 -1.8504  0.105
H: 2.3921 6.0680 0.8473  0.104
H: 3.3168 6.0196 -0.6479  0.100
H: 4.2330 4.4460 1.0917  0.106
H: 3.7077 3.5682 -0.3285  0.103
H: 2.2281 3.9657 2.3041  0.114
H: 2.9020 2.4570 1.6991  0.082
H: -3.5496 0.4829 0.2760  0.095
H: -5.1955 0.7532 -1.5326  0.097
H: -5.2784 2.8575 -2.8390  0.094
H: -3.6921 4.6869 -2.3216  0.097
H: -2.0286 4.4115 -0.5259  0.091
H: -2.9901 4.5713 2.3628  0.098
H: -4.4202 5.0629 4.3050  0.094
H: -4.8010 3.3371 6.0409  0.093
H: -3.7464 1.1092 5.8094  0.097
H: -2.3020 0.6187 3.8709  0.089
C: 3.5448 -5.6691 -1.3716  -0.095
C: 4.0264 -4.5457 -0.7123  -0.074
C: 3.1425 -3.6113 -0.1914  -0.101
C: 1.7635 -3.7892 -0.3226  -0.339
C: 1.2881 -4.9231 -0.9842  -0.110
C: 2.1745 -5.8565 -1.5044  -0.095
P: 0.6484 -2.5268 0.4041  0.981
C: -0.9594 -2.8293 -0.4374  -0.352
C: -2.1713 -2.7018 0.2460  -0.098
C: -3.3784 -2.6622 -0.4422  -0.090
C: -3.3980 -2.7395 -1.8282  -0.101
C: -2.1990 -2.8554 -2.5209  -0.096
C: -0.9945 -2.8916 -1.8337  -0.117
C: 0.2935 -3.1880 2.0918  -0.283
C: -0.3523 -4.3986 2.1423  -0.107
C: -0.9646 -4.8593 3.3227  -0.081
C: -0.9966 -4.0522 4.4205  -0.043
C: -0.3011 -2.8189 4.4359  -0.171
C: -0.3461 -1.9870 5.5816  -0.067
C: 0.3992 -0.8451 5.6274  -0.093
C: 1.2802 -0.5308 4.5753  -0.130
C: 1.3566 -1.3053 3.4356  -0.654
C: 0.4596 -2.4245 3.2941  -0.177
H: 4.2321 -6.4026 -1.7775  0.096
H: 5.0906 -4.3801 -0.5948  0.085
H: 3.5359 -2.7460 0.3259  0.026
H: 0.2223 -5.0769 -1.1030  0.093
H: 1.7933 -6.7337 -2.0141  0.095
H: -2.1746 -2.6328 1.3273  0.106
H: -4.3052 -2.5657 0.1115  0.101
H: -4.3385 -2.7001 -2.3653  0.096
H: -2.2038 -2.9127 -3.6039  0.096
H: -0.0626 -2.9613 -2.3856  0.093
H: -0.4394 -4.9908 1.2390  0.100
H: -1.4590 -5.8240 3.3297  0.099
H: -1.5426 -4.3503 5.3097  0.107
H: -0.9707 -2.2844 6.4182  0.101
H: 0.3573 -0.1993 6.4978  0.099
H: 1.9554 0.3119 4.6630  0.098
C: 2.7785 -1.2480 -5.2596  -0.159
C: 3.0358 -1.8584 -3.8944  -0.190
N: 2.0426 -1.3938 -2.9319  0.077
C: 0.9410 -0.6298 -3.2288  -0.408
N: 0.3084 -0.0593 -2.2572  -0.035
C: -0.9178 0.6742 -2.5268  -0.228
C: -0.9853 1.1940 -3.9534  -0.150
C: -0.7170 0.0235 -4.8848  -0.156
N: 0.5713 -0.5604 -4.5517  -0.048
C: 1.2898 -1.3312 -5.5495  -0.161
H: 3.3547 -1.7756 -6.0201  0.113
H: 3.0769 -0.1966 -5.2583  0.122
H: 4.0256 -1.5918 -3.5237  0.090
H: 2.9869 -2.9482 -3.9626  0.113
H: 2.4047 -1.2315 -1.9998  0.013
H: -0.9785 1.5033 -1.8206  0.076
H: -1.7838 0.0314 -2.3218  0.109
H: -0.2073 1.9500 -4.1008  0.120
H: -1.9593 1.6449 -4.1538  0.110
H: -0.6843 0.3438 -5.9266  0.115
H: -1.5233 -0.7146 -4.7820  0.115
H: 1.0575 -0.9110 -6.5276  0.115
H: 0.9728 -2.3835 -5.5517  0.125

Net charge ... -1
Gap between HOMO and LUMO ... 6.41 eV


(B)
ORCA calculation (the ωB97M-V functional and the def2-TZVPD basis) on a molecular structure, C48H53AsN4PPbS4Si.

Last column: Löwdin charge in e.
Element x y z (Å)
Pb: -0.3867 1.4696 0.6931  0.831
S: -0.2093 4.1776 4.0933  -0.136
As: -1.7964 3.6558 2.8246  -0.487
S: -1.8642 1.3704 2.6896  0.098
S: -1.2887 3.9690 0.6857  0.060
S: -3.7119 4.3341 3.3197  -0.180
C: -1.3090 1.2194 -1.2818  -0.377
Si: -0.5496 1.6377 -2.9212  0.632
C: 1.0424 0.6758 -3.2493  -0.216
N: 1.9589 0.5868 -2.1276  -0.212
C: 2.4229 -0.6703 -1.6044  -0.202
C: 3.9040 -0.9151 -1.9001  -0.178
C: 4.7353 0.2717 -1.4121  -0.197
C: 4.2301 1.5597 -2.0653  -0.170
C: 2.7450 1.7395 -1.7384  -0.177
C: -1.7111 1.0210 -4.2786  -0.225
C: -1.9122 -0.3509 -4.4718  -0.100
C: -2.6633 -0.8310 -5.5345  -0.096
C: -3.2443 0.0593 -6.4294  -0.105
C: -3.0857 1.4239 -6.2409  -0.094
C: -2.3274 1.8968 -5.1754  -0.084
C: -0.2980 3.4724 -3.2051  -0.255
C: -1.1517 4.4054 -2.6119  -0.134
C: -0.9441 5.7716 -2.7583  -0.079
C: 0.1298 6.2324 -3.5031  -0.092
C: 0.9819 5.3243 -4.1206  -0.094
C: 0.7620 3.9623 -3.9779  -0.111
H: -1.5978 0.1714 -1.1970  -0.038
H: -2.1651 1.8523 -1.0348  -0.012
H: 1.5460 1.0790 -4.1449  0.083
H: 0.7304 -0.3378 -3.5169  0.075
H: 1.8123 -1.4797 -2.0110  0.122
H: 2.2785 -0.6715 -0.5138  0.068
H: 4.0361 -1.0256 -2.9821  0.114
H: 4.2355 -1.8454 -1.4269  0.090
H: 5.7937 0.1122 -1.6316  0.104
H: 4.6344 0.3644 -0.3226  0.110
H: 4.3690 1.4961 -3.1510  0.110
H: 4.7882 2.4251 -1.6984  0.109
H: 2.3408 2.6324 -2.2165  0.111
H: 2.6675 1.8870 -0.6569  0.088
H: -1.4756 -1.0609 -3.7745  0.090
H: -2.7905 -1.8983 -5.6712  0.097
H: -3.8200 -0.3116 -7.2689  0.095
H: -3.5462 2.1231 -6.9288  0.098
H: -2.2067 2.9662 -5.0413  0.096
H: -1.9853 4.0722 -2.0055  0.063
H: -1.6090 6.4689 -2.2646  0.107
H: 0.3078 7.2966 -3.5995  0.097
H: 1.8279 5.6775 -4.6981  0.096
H: 1.4321 3.2715 -4.4785  0.090
C: 2.5612 -5.3074 1.0543  -0.097
C: 1.4729 -5.1303 1.8920  -0.086
C: 1.0159 -3.8513 2.1939  -0.095
C: 1.6429 -2.7272 1.6655  -0.340
C: 2.7433 -2.9209 0.8231  -0.111
C: 3.1987 -4.1932 0.5209  -0.080
P: 1.0067 -1.0118 1.9322  1.065
C: 0.0784 -1.2564 3.4933  -0.397
C: -1.2324 -1.7179 3.3673  -0.183
C: -2.0148 -1.9463 4.4861  -0.087
C: -1.5009 -1.6932 5.7512  -0.082
C: -0.2076 -1.2116 5.8835  -0.071
C: 0.5822 -0.9951 4.7601  -0.062
C: 2.4958 -0.1271 2.4556  -0.330
C: 3.4855 -0.7940 3.1349  -0.107
C: 4.6463 -0.1378 3.5787  -0.076
C: 4.7904 1.1932 3.3298  -0.037
C: 3.7996 1.9232 2.6337  -0.163
C: 3.9960 3.3073 2.4052  -0.039
C: 3.0539 4.0351 1.7597  -0.064
C: 1.8790 3.4074 1.2892  -0.204
C: 1.6436 2.0769 1.4812  -0.282
C: 2.6113 1.2774 2.1785  -0.178
H: 2.9204 -6.3034 0.8267  0.097
H: 0.9736 -5.9904 2.3217  0.101
H: 0.1773 -3.7349 2.8676  0.092
H: 3.2657 -2.0624 0.4215  0.073
H: 4.0541 -4.3153 -0.1325  0.100
H: -1.6432 -1.8609 2.3747  0.071
H: -3.0345 -2.2966 4.3723  0.092
H: -2.1128 -1.8517 6.6302  0.099
H: 0.1924 -0.9949 6.8661  0.102
H: 1.5812 -0.5989 4.8827  0.101
H: 3.3737 -1.8518 3.3395  0.109
H: 5.4064 -0.6896 4.1174  0.100
H: 5.6753 1.7235 3.6649  0.110
H: 4.9089 3.7671 2.7675  0.108
H: 3.1804 5.0996 1.6080  0.109
H: 1.1486 4.0169 0.7765  0.010
C: -6.0567 -1.8097 1.5780  -0.168
C: -5.1546 -0.6741 2.0146  -0.192
N: -4.0785 -0.5698 1.0482  0.065
C: -3.4058 -1.6683 0.5748  -0.400
N: -2.2686 -1.4757 -0.0119  0.042
C: -1.6176 -2.6247 -0.6176  -0.233
C: -1.8760 -3.9039 0.1609  -0.170
C: -3.3741 -4.1062 0.2630  -0.162
N: -4.0374 -2.8876 0.7059  -0.040
C: -5.2252 -3.0741 1.5264  -0.174
H: -6.4449 -1.5879 0.5811  0.120
H: -6.8974 -1.9394 2.2607  0.113
H: -4.7775 -0.8509 3.0308  0.112
H: -5.6865 0.2759 2.0268  0.126
H: -3.4716 0.2328 1.1803  0.030
H: -0.5447 -2.4154 -0.6726  0.092
H: -1.9761 -2.7594 -1.6495  0.109
H: -1.4514 -3.8006 1.1602  0.085
H: -1.4121 -4.7688 -0.3177  0.115
H: -3.6030 -4.8988 0.9805  0.117
H: -3.7790 -4.4158 -0.7083  0.122
H: -4.9377 -3.3679 2.5463  0.119
H: -5.8015 -3.8996 1.1012  0.118

Net charge ... -1
Gap between HOMO and LUMO ... 6.14 eV


(A) is preferred energetically. Next in line: 31.1 kcal/mol higher.